Formula: C4H9NO4P
Source: the Open Molecules 2025 dataset
Level of theory: ωB97M-V with the def2-TZVPD basis set

Values from the calculation:
Multiplicity = 1
E_HOMO = -4.58 eV
Energy = -23265.2848 eV
Net charge = -1
SMILES string = CO[P@@H](=O)N[C@H](C)C(=O)[O-]
HOMO-LUMO gap = 7.87 eV

```
19
Properties=species:S:1:pos:R:3:forces:R:3
C 0.60746 -1.91851 -0.68685 0.3 -2.0 -0.4
O 1.74817 -1.45720 0.02622 -1.0 -0.7 0.2
P 1.71534 -0.51802 1.32643 -1.3 1.0 -1.1
O 3.09728 -0.36143 1.76235 0.8 0.8 0.3
N 0.84057 0.89137 0.83751 2.1 -4.6 -0.3
C -0.60585 0.98932 0.76106 0.2 1.4 -0.2
C -0.90429 1.61903 -0.68260 -2.9 -1.2 3.4
C -0.94980 2.02461 1.98793 -0.4 0.8 -2.1
O 0.04180 2.25188 2.68710 0.0 0.2 1.3
O -2.03423 2.64267 1.90964 0.0 -0.9 0.3
H -0.39069 -1.55004 -0.48912 0.1 0.5 0.8
H 0.51493 -3.06436 -0.72763 0.4 1.5 0.6
H 0.83143 -1.64912 -1.67928 0.0 0.3 -1.5
H 1.05209 -1.33700 2.26726 -0.6 0.3 -0.2
H 1.23990 1.59055 1.41061 -0.1 1.3 1.0
H -1.13516 0.03118 0.87153 0.3 0.2 0.2
H -1.49852 2.49491 -0.41218 0.2 0.3 -0.7
H 0.00397 1.75494 -1.14584 1.8 0.6 -1.2
H -1.55743 0.91814 -1.20127 0.1 0.1 -0.5
```
Positions in Å, forces in eV/Å.